No. 1
{"formula": "C5H10O", "method": "wB97M-V/def2-TZVPD", "species": ["C", "C", "C", "C", "C", "O", "H", "H", "H", "H", "H", "H", "H", "H", "H", "H"], "positions_angstrom": [[-0.8967, -0.3302, -1.1451], [0.1996, -0.0155, -0.1335], [1.4817, -0.7874, -0.4101], [0.1820, 1.4153, 0.3522], [-0.2661, 0.3224, 1.2632], [-1.6269, 0.2549, 1.5775], [-0.9019, -1.3955, -1.4120], [-1.8808, -0.0663, -0.7503], [-0.7231, 0.2445, -2.0632], [1.6991, -1.5558, 0.3391], [2.3726, -0.1696, -0.5511], [1.2999, -1.3125, -1.3449], [1.1044, 1.9332, 0.6034], [-0.5874, 2.0409, -0.0924], [0.3963, 0.1027, 2.1041], [-1.8527, -0.6811, 1.6631]], "forces_ev_per_a": [[-0.04, 0.03, 0.03], [-0.16, -0.08, -0.12], [-0.07, -0.04, -0.02], [0.02, 0.19, 0.00], [0.30, 0.02, 0.01], [-0.10, -0.19, 0.12], [-0.02, 0.19, 0.12], [0.11, 0.02, -0.15], [-0.06, -0.15, 0.09], [-0.04, 0.19, 0.04], [-0.15, 0.05, 0.15], [0.34, -0.14, -0.12], [-0.09, -0.16, -0.11], [0.06, -0.04, 0.16], [-0.06, -0.10, -0.22], [-0.05, 0.20, 0.03]], "mulliken_charge": [-1.69, 1.44, -1.43, -1.01, -0.22, -0.54, 0.45, 0.44, 0.31, 0.32, 0.33, 0.39, 0.28, 0.27, 0.33, 0.34], "charge": 0, "de_lowest_kcal_mol": 28.2, "homo_energy_ev": -9.5, "smiles": "CC1(C)C[C@H]1O", "energy_ha": -271.70768, "multiplicity": 1}

---

No. 2
{"formula": "C24H24N9Pt", "method": "wB97M-V/def2-TZVPD", "species": ["Pt", "C", "C", "C", "C", "N", "C", "N", "C", "N", "C", "N", "C", "C", "C", "C", "C", "N", "C", "C", "C", "C", "C", "C", "H", "H", "H", "H", "H", "H", "H", "H", "H", "H", "H", "H", "C", "N", "C", "N", "C", "N", "C", "N", "C", "C", "H", "H", "H", "H", "H", "H", "H", "H", "H", "H", "H", "H"], "positions_angstrom": [[0.1688, 0.2240, -0.0048], [4.8493, -0.3185, -0.0736], [5.3950, 0.9513, 0.0350], [4.5282, 2.0201, 0.0398], [3.1312, 1.8003, -0.0191], [2.6014, 0.5521, -0.1170], [3.4660, -0.4480, -0.1638], [2.4058, 2.9087, 0.0183], [1.1588, 3.1868, 0.0204], [0.0889, 2.3153, 0.0229], [-1.0570, 3.0890, 0.0130], [-2.2667, 2.6888, -0.0064], [-2.9173, 1.5298, -0.0024], [-4.3246, 1.6658, -0.0627], [-5.1333, 0.5519, -0.0537], [-4.5175, -0.6874, 0.0388], [-3.1320, -0.7328, 0.1071], [-2.3195, 0.3132, 0.0719], [-0.7125, 4.5107, 0.0108], [-1.4753, 5.6628, 0.0046], [-0.7815, 6.8757, 0.0005], [0.6137, 6.9294, 0.0103], [1.3843, 5.7688, 0.0126], [0.6957, 4.5677, 0.0163], [5.4636, -1.2036, -0.0969], [6.4628, 1.0902, 0.1008], [4.8804, 3.0389, 0.0976], [3.0618, -1.4339, -0.2933], [-4.7256, 2.6652, -0.1122], [-6.2082, 0.6352, -0.1016], [-5.0804, -1.6056, 0.0668], [-2.6892, -1.7093, 0.2127], [-2.5552, 5.6364, 0.0014], [-1.3396, 7.8014, -0.0098], [1.1134, 7.8885, 0.0181], [2.4641, 5.7983, 0.0179], [-0.5601, -2.7637, 1.2612], [-0.7953, -4.1827, 1.2284], [0.4554, -4.9271, 1.1768], [1.1005, -4.5113, -0.0563], [1.3573, -3.0974, -0.0725], [0.0932, -2.2905, -0.0032], [-0.6969, -2.7619, -1.1872], [-0.9191, -4.1829, -1.1354], [-1.6197, -4.5605, 0.0860], [0.3306, -4.9275, -1.2159], [0.0952, -2.5153, 2.1039], [-1.5115, -2.2550, 1.4256], [0.2568, -6.0004, 1.1634], [1.0769, -4.6895, 2.0441], [1.8734, -2.8590, -1.0056], [1.9742, -2.8462, 0.7933], [-0.1449, -2.5070, -2.0994], [-1.6631, -2.2562, -1.2294], [-1.7981, -5.6383, 0.0953], [-2.5926, -4.0620, 0.1330], [0.8579, -4.6900, -2.1445], [0.1343, -6.0014, -1.1794]], "forces_ev_per_a": [[-0.10, 0.90, 0.00], [0.12, 0.40, 0.00], [0.08, -0.42, -0.03], [-0.23, -0.06, 0.03], [0.47, -0.61, 0.02], [-0.48, -0.22, 0.04], [-0.16, -0.09, -0.04], [0.87, 1.33, 0.03], [-0.29, 0.28, -0.02], [0.01, -1.21, -0.06], [-0.96, -0.75, 0.00], [0.28, 1.97, -0.03], [-0.91, -1.19, -0.01], [0.48, -0.12, 0.01], [-0.02, -0.31, 0.02], [0.05, 0.41, 0.00], [-0.26, -0.33, 0.04], [0.58, 0.17, 0.00], [-0.87, 0.60, 0.00], [0.04, -0.71, -0.01], [-1.04, -0.16, 0.00], [1.89, -0.69, 0.01], [-0.04, 1.18, 0.02], [0.44, -0.84, 0.01], [0.11, -0.07, -0.02], [0.09, 0.06, 0.00], [-0.06, 0.04, 0.01], [-0.07, -0.03, 0.04], [-0.01, 0.06, -0.01], [-0.08, 0.05, -0.02], [-0.10, -0.08, 0.01], [0.03, 0.11, -0.06], [-0.01, -0.04, 0.00], [-0.04, 0.06, 0.01], [-0.05, 0.05, -0.02], [0.01, 0.02, 0.00], [-0.10, 0.32, 0.48], [-0.04, -0.04, 0.17], [0.32, -0.88, 1.18], [-1.37, 0.30, 0.06], [0.85, 0.92, -0.05], [-0.03, -0.01, 0.00], [-0.13, 0.31, -0.49], [-0.04, -0.02, -0.12], [-0.03, -0.16, 0.01], [0.21, -0.89, -1.23], [-0.10, -0.02, -0.17], [0.27, 0.00, -0.07], [0.08, 0.12, -0.05], [-0.03, 0.03, -0.15], [-0.05, 0.00, 0.10], [-0.02, -0.02, -0.09], [-0.08, -0.01, 0.20], [0.26, -0.02, 0.02], [0.05, 0.11, 0.00], [0.16, 0.05, 0.01], [-0.03, 0.02, 0.18], [0.08, 0.15, 0.03]], "mulliken_charge": [0.89, -0.83, -0.67, -0.44, 0.40, -0.11, 0.23, -0.23, 0.12, -0.46, 0.10, -0.25, 0.55, -0.46, -0.69, -1.56, -0.15, 0.07, 0.29, -0.17, -0.58, -0.60, -0.28, 0.46, 0.44, 0.47, 0.48, 0.26, 0.50, 0.45, 0.46, 0.79, 0.59, 0.45, 0.45, 0.58, -0.76, 0.26, -0.59, 0.49, -1.50, 0.78, -0.76, 0.26, -0.63, -0.56, 0.35, 0.32, 0.34, 0.33, 0.56, 0.59, 0.34, 0.30, 0.34, 0.33, 0.32, 0.34], "charge": 3, "homo_energy_ev": [-16.6, -16.9], "energy_ha": -1539.93023, "s_squared": 6.149, "multiplicity": 5}

---

No. 3
{"formula": "C52H51BN6NiO3SeTe", "method": "wB97M-V/def2-TZVPD", "species": ["Ni", "C", "C", "C", "C", "C", "C", "N", "N", "C", "C", "C", "C", "C", "C", "H", "H", "H", "H", "H", "H", "H", "H", "H", "Se", "N", "C", "C", "C", "C", "N", "C", "N", "H", "H", "H", "C", "C", "C", "C", "C", "C", "C", "C", "O", "B", "O", "C", "C", "H", "H", "H", "H", "H", "H", "H", "H", "H", "H", "H", "H", "C", "C", "C", "C", "C", "C", "Te", "N", "C", "O", "C", "C", "C", "C", "C", "C", "C", "C", "C", "C", "C", "C", "C", "C", "C", "C", "C", "C", "H", "H", "H", "H", "H", "H", "H", "H", "H", "H", "H", "H", "H", "H", "H", "H", "H", "H", "H", "H", "H", "H", "H", "H", "H", "H", "H"], "positions_angstrom": [[-2.6169, 1.6939, 1.6957], [0.3221, 3.5547, 6.1304], [-0.3854, 2.4364, 6.5584], [-1.0057, 1.5949, 5.6492], [-0.9450, 1.8666, 4.2738], [-0.2206, 2.9872, 3.8501], [0.4036, 3.8147, 4.7669], [-1.5708, 1.0614, 3.3301], [-1.8765, -0.1592, 3.7469], [-2.7015, -0.7820, 2.8633], [-3.1213, -2.1087, 3.0651], [-3.9971, -2.7081, 2.1742], [-4.4690, -2.0133, 1.0640], [-4.0552, -0.6951, 0.8484], [-3.1911, -0.0954, 1.7330], [0.7978, 4.2135, 6.8458], [-0.4662, 2.2252, 7.6192], [-1.5565, 0.7231, 5.9718], [-0.1503, 3.1865, 2.7895], [0.9656, 4.6728, 4.4160], [-2.7556, -2.6336, 3.9406], [-4.3222, -3.7288, 2.3494], [-5.1498, -2.4852, 0.3651], [-4.4288, -0.1480, -0.0094], [-5.9157, 2.7485, 3.0602], [-5.9656, 4.4001, 2.3485], [-4.7298, 4.6817, 1.9368], [-4.2893, 5.8168, 1.2374], [-2.9557, 5.8647, 0.8327], [-2.0809, 4.8271, 1.1142], [-2.4414, 3.7356, 1.8147], [-3.7327, 3.6676, 2.1943], [-4.1370, 2.5470, 2.7975], [-4.9794, 6.6153, 0.9985], [-2.5899, 6.7190, 0.2790], [-1.0499, 4.8584, 0.7794], [6.7829, 1.1039, 1.6905], [5.4618, 0.4400, 2.0780], [5.3138, 0.4979, 3.6054], [5.5147, -1.0294, 1.6241], [4.2557, 1.1093, 1.4164], [4.3804, 2.1731, 0.5265], [3.2793, 2.7239, -0.1446], [2.0502, 2.1834, 0.1224], [0.8237, 2.4889, -0.4198], [-0.0869, 1.5977, 0.1934], [0.5938, 0.8054, 1.1381], [1.9029, 1.1609, 1.0488], [2.9770, 0.5955, 1.6852], [7.6066, 0.5909, 2.1925], [6.8090, 2.1543, 1.9920], [6.9573, 1.0457, 0.6136], [6.2088, 0.0956, 4.0890], [4.4559, -0.0853, 3.9438], [5.1717, 1.5276, 3.9402], [6.4153, -1.5144, 2.0120], [5.5275, -1.0903, 0.5331], [4.6457, -1.5860, 1.9807], [5.3529, 2.6040, 0.3329], [3.4050, 3.5317, -0.8539], [2.8130, -0.2258, 2.3729], [4.5822, -4.0029, -5.5526], [3.5861, -3.3101, -4.6581], [2.6475, -2.4270, -5.1705], [1.7363, -1.7625, -4.3532], [0.7709, -0.8075, -5.0162], [1.7519, -2.0008, -2.9680], [0.4814, -0.8659, -1.6721], [-1.4690, 1.4847, 0.0293], [-2.4383, 1.8866, -0.7895], [-3.5680, 2.0825, -0.2932], [-2.2925, 1.9836, -2.2801], [-3.4306, 1.7463, -3.0494], [-3.3716, 1.8174, -4.4320], [-2.1727, 2.1384, -5.0581], [-1.0394, 2.3829, -4.2953], [-1.0941, 2.3013, -2.9101], [-1.0103, -2.3278, -1.2749], [-2.0583, -2.5493, -2.1791], [-2.3479, -1.6862, -3.3859], [-2.9300, -3.6122, -1.9458], [-2.8077, -4.4336, -0.8377], [-3.7539, -5.5815, -0.6057], [-1.8248, -4.1310, 0.0926], [-0.9393, -3.0763, -0.0847], [0.0153, -2.7880, 1.0522], [2.7106, -2.8772, -2.4304], [2.8402, -3.1783, -0.9563], [3.6023, -3.5183, -3.2874], [4.3508, -3.8334, -6.6038], [4.5852, -5.0787, -5.3698], [5.5924, -3.6349, -5.3619], [2.6277, -2.2387, -6.2395], [1.0954, -0.5868, -6.0336], [0.6901, 0.1275, -4.4648], [-0.2289, -1.2388, -5.0625], [-4.3519, 1.5036, -2.5359], [-4.2571, 1.6118, -5.0215], [-2.1227, 2.1992, -6.1388], [-0.1029, 2.6282, -4.7822], [-0.2100, 2.4949, -2.3194], [-1.7063, -0.8101, -3.4268], [-3.3829, -1.3413, -3.3439], [-2.2265, -2.2576, -4.3098], [-3.7344, -3.7889, -2.6552], [-4.3377, -5.7967, -1.5008], [-4.4475, -5.3436, 0.2055], [-3.2108, -6.4849, -0.3236], [-1.7552, -4.7214, 1.0014], [-0.5275, -2.8589, 1.9962], [0.4360, -1.7876, 0.9928], [0.8306, -3.5149, 1.0747], [2.4285, -2.3792, -0.3457], [3.8899, -3.3171, -0.6910], [2.3053, -4.0992, -0.7086], [4.3398, -4.1943, -2.8630]], "forces_ev_per_a": [[0.64, -0.71, -0.01], [-0.06, -0.07, -0.02], [0.01, 0.01, -0.02], [0.00, 0.01, -0.03], [0.10, 0.02, 0.07], [0.04, -0.03, -0.03], [0.02, 0.03, 0.00], [-0.23, -0.08, -0.41], [-0.05, 0.10, 0.19], [0.13, -0.02, -0.06], [-0.04, -0.04, -0.04], [0.02, 0.07, 0.07], [0.03, 0.02, 0.06], [0.03, -0.09, -0.23], [-0.17, -0.09, 0.16], [0.01, 0.00, 0.00], [0.02, -0.02, -0.02], [-0.01, 0.02, 0.02], [0.01, 0.03, 0.01], [-0.02, -0.01, -0.02], [0.01, -0.02, -0.04], [0.02, 0.01, 0.00], [-0.01, 0.02, 0.03], [0.03, 0.01, 0.02], [-0.10, -0.18, 0.02], [0.00, 0.07, -0.02], [0.11, 0.00, -0.09], [0.07, 0.00, 0.02], [-0.04, 0.02, 0.05], [0.11, -0.17, -0.02], [-0.55, 0.24, -0.12], [-0.18, 0.46, 0.48], [-0.12, 0.37, -0.13], [-0.01, -0.02, 0.01], [0.03, 0.00, 0.01], [-0.01, 0.00, -0.03], [-0.02, 0.04, 0.00], [-0.04, -0.04, 0.00], [0.01, 0.00, -0.02], [0.01, 0.05, 0.02], [-0.02, -0.01, -0.04], [-0.05, 0.01, 0.01], [0.13, 0.02, -0.02], [-0.10, 0.06, -0.06], [0.08, 0.06, 0.11], [-0.08, -0.06, 0.07], [0.02, 0.08, 0.06], [-0.08, -0.15, -0.06], [0.01, 0.00, 0.11], [-0.02, 0.01, -0.02], [0.00, -0.04, -0.02], [0.01, 0.02, 0.03], [-0.04, -0.01, -0.01], [0.01, 0.04, 0.01], [0.03, -0.02, 0.00], [-0.04, -0.01, 0.01], [0.03, -0.01, 0.03], [0.03, 0.01, -0.03], [-0.01, -0.05, -0.04], [-0.03, -0.01, 0.02], [0.03, 0.04, -0.02], [-0.08, 0.03, 0.08], [0.00, -0.01, 0.00], [0.03, -0.02, 0.02], [-0.06, 0.05, -0.01], [0.13, -0.08, 0.10], [0.08, 0.04, 0.02], [0.05, -0.18, -0.35], [0.17, 0.20, 0.18], [0.08, -0.21, -0.20], [0.05, 0.05, 0.11], [-0.09, 0.06, 0.01], [0.05, 0.05, 0.04], [0.04, -0.05, 0.01], [-0.04, -0.02, 0.03], [-0.01, 0.00, -0.01], [0.00, -0.01, 0.03], [-0.04, 0.04, 0.12], [0.02, 0.02, -0.04], [0.05, -0.11, 0.12], [0.02, -0.02, 0.03], [0.00, -0.01, -0.07], [0.02, 0.11, 0.01], [-0.01, -0.07, -0.03], [0.10, 0.03, 0.03], [-0.12, -0.03, -0.07], [0.02, -0.02, 0.04], [-0.02, 0.01, -0.15], [-0.01, 0.00, -0.03], [0.01, -0.01, 0.00], [0.01, 0.00, -0.02], [0.01, -0.01, -0.02], [-0.01, 0.01, 0.01], [0.00, -0.02, 0.00], [-0.04, 0.00, -0.02], [-0.02, 0.03, 0.00], [-0.01, 0.03, -0.03], [0.01, 0.03, 0.00], [0.00, -0.01, 0.01], [-0.02, 0.03, 0.02], [-0.02, 0.00, -0.06], [-0.02, 0.03, -0.02], [0.00, -0.02, -0.01], [0.02, 0.02, -0.01], [0.02, 0.00, 0.02], [-0.01, -0.01, 0.01], [0.00, -0.02, -0.01], [-0.02, 0.00, 0.01], [-0.01, 0.04, 0.01], [0.00, 0.00, -0.01], [0.02, 0.00, 0.02], [0.00, 0.03, 0.01], [0.02, 0.01, 0.03], [-0.02, -0.03, -0.01], [-0.02, 0.04, 0.01], [-0.02, 0.02, 0.00]], "mulliken_charge": [0.88, -0.53, -0.53, -0.51, -0.30, 0.67, -1.35, 1.11, -1.30, 0.24, -0.58, -0.53, -0.74, 0.06, 0.23, 0.39, 0.35, 0.45, 0.44, 0.40, 0.42, 0.40, 0.42, 0.52, 0.09, -0.95, 0.54, -0.68, -0.87, -0.49, 0.00, 0.76, -0.42, 0.42, 0.40, 0.51, -2.29, 2.26, -1.75, -1.65, 0.15, 0.05, -1.95, 1.05, -0.88, 0.61, -0.23, -0.17, -0.85, 0.44, 0.44, 0.43, 0.46, 0.34, 0.37, 0.49, 0.34, 0.34, 0.50, 0.50, 0.63, -1.63, 0.78, -0.93, 0.90, -1.20, -0.54, 0.77, -0.02, -0.30, -0.84, 0.25, -0.73, -0.72, -0.46, -0.71, 0.42, 0.47, 1.02, -1.49, -0.86, 0.69, -1.64, -0.47, 0.97, -1.44, 1.15, -1.24, -0.70, 0.35, 0.36, 0.32, 0.29, 0.41, -0.03, 0.14, 0.54, 0.40, 0.39, 0.42, 0.59, -0.33, 0.50, 0.43, 0.33, 0.39, 0.26, 0.38, 0.36, 0.46, -0.22, 0.36, -0.32, 0.47, 0.28, 0.43], "charge": -1, "de_lowest_kcal_mol": 18.1, "homo_energy_ev": [-3.1, -5.0], "energy_ha": -6769.15611, "s_squared": 3.888, "multiplicity": 4}

---

No. 4
{"formula": "C4H8O2", "method": "wB97M-V/def2-TZVPD", "species": ["C", "C", "C", "C", "O", "O", "H", "H", "H", "H", "H", "H", "H", "H"], "positions_angstrom": [[-1.2554, -0.0444, 0.1304], [-0.9421, 1.3756, -0.1736], [0.9289, -0.8130, -0.3757], [-0.1924, -1.0088, 0.6512], [-2.2481, -0.5804, -0.8157], [-2.6298, -0.2888, 0.4991], [-1.7929, 1.9227, 0.1837], [-0.9999, 1.5050, -1.3089], [-0.0818, 1.6224, 0.3697], [0.7053, -1.0280, -1.4263], [1.8362, -1.3347, 0.0652], [1.2698, 0.1876, -0.3267], [0.0685, -0.6498, 1.6020], [-0.6354, -2.0811, 0.7282]], "forces_ev_per_a": [[-3.44, -2.05, -0.78], [-1.65, -0.59, -1.70], [1.82, -1.63, 1.66], [-2.25, -0.76, -2.69], [2.09, -0.19, -1.01], [0.68, 0.66, 2.14], [-0.31, 0.54, 0.32], [0.92, 0.01, 1.62], [1.42, 1.01, 0.13], [-0.01, -0.44, 0.48], [-0.90, -0.01, -1.24], [0.11, 1.23, -0.12], [0.69, 0.27, 1.43], [0.84, 1.95, -0.23]], "mulliken_charge": [1.03, -1.40, -1.13, -0.46, -0.34, -0.35, 0.42, 0.28, 0.38, 0.32, 0.32, 0.37, 0.28, 0.26], "charge": 0, "de_lowest_kcal_mol": 107.1, "homo_energy_ev": -9.5, "smiles": "CCC1(C)OO1", "energy_ha": -307.54174, "multiplicity": 1}

---

> Which formula does entry 2 have?

C24H24N9Pt

---

> What is the multiplicity in the fourth record?

1